Density functional theory data (the ωB97M-V functional and the def2-TZVPD basis) for a 15-piece molecular cluster, C96H200F18N11O16S6 overall at a distorted geometry.

```
347
Properties=species:S:1:pos:R:3
S -4.8605 5.3829 -0.0414
S 3.5652 -6.8404 -0.4825
S -3.2551 3.9917 -1.9725
S 2.7061 -1.7058 -5.3349
S 2.1871 5.4191 3.6858
S -6.1480 -0.7238 1.7087
F 2.8171 -4.4431 -0.0622
F 2.0176 -3.9186 -4.0460
F 0.4150 -3.1439 -5.3494
F 2.5363 -5.6549 1.6280
F -3.9368 6.0897 -3.3386
F -6.1198 0.7869 -0.4832
F 1.0659 -5.6897 -0.0043
F -2.7675 4.6040 -4.4870
F 4.4367 6.0138 4.9951
F -4.3931 -0.5094 -0.2679
F -6.5747 3.4859 0.6367
F -4.8896 4.1932 -4.0504
F -6.4663 5.0501 2.0561
F -4.6331 1.2428 0.9356
F 0.9341 -2.2575 -3.3901
F -4.8464 3.6383 2.0731
F 4.0616 3.9119 4.9835
F 2.8875 5.0946 6.2278
O 4.8048 -6.2691 -0.0011
O -2.0833 4.7027 -1.5465
O 1.9090 -0.6935 -5.8914
O -3.8257 5.9861 0.7003
O 3.1962 -8.1355 0.0922
O 1.0275 4.6995 4.1300
O -3.2113 2.5596 -2.0975
O 3.2382 -6.7372 -1.8909
O 3.5749 -1.3021 -4.2592
O 2.8215 4.8144 2.5384
O 3.1871 -2.6946 -6.2049
O -7.2648 0.0868 1.9480
O -5.8933 6.1960 -0.5225
O -5.0779 -0.7530 2.7483
O 2.0745 6.8687 3.6447
O -6.3945 -1.9813 1.0498
N -4.5425 4.3770 -1.2036
N -4.3843 -5.0157 0.1389
N 1.8154 -9.7975 -3.5376
N 1.6405 0.4598 -9.9357
N 5.7996 7.4610 1.2802
N 6.9300 -2.8956 -3.9439
N -0.5557 8.3998 6.8778
N -8.9628 5.1354 -2.9289
N 0.5696 2.3879 0.1127
N 5.4234 -9.7299 4.0561
N -7.7041 1.3112 5.9314
C -4.5840 8.4506 5.3166
C 1.4313 -8.4430 -4.1146
C -10.2784 4.4605 -3.1084
C 0.5916 -0.6013 -9.7423
C 0.3934 3.9614 0.2217
C 2.7292 -1.6251 -10.1450
C 1.3333 -10.8967 -4.4184
C -9.9993 3.5498 -4.2946
C 3.4063 5.1087 4.9909
C -4.4770 -4.1288 -2.1693
C -7.8033 4.3580 -2.3448
C 4.5273 -0.8887 0.1114
C -5.1053 -5.1140 3.9655
C -0.4962 8.4147 8.3676
C 2.0368 -11.1938 -1.5215
C 1.3094 -9.9638 -2.0748
C 6.3632 7.2080 -0.0851
C -8.3727 -0.6234 7.0026
C 5.8858 -3.4883 -1.8158
C 0.5921 7.3935 6.5259
C 6.1164 -4.1984 -4.1836
C -0.7789 2.9014 2.1213
C -10.3787 7.3654 -0.2965
C 9.3624 -9.5144 4.3687
C 1.0428 8.4178 8.7240
C -0.3510 1.7378 -0.7964
C 7.8924 6.2101 -2.4059
C 1.3348 1.7119 -7.7174
C 3.2925 -10.0182 -3.1964
C -8.4191 0.8901 7.1903
C -5.5811 -5.1727 -1.9563
C 6.2858 8.8459 1.7644
C 2.0890 2.3152 -6.4966
C 11.1651 -2.9199 -3.1717
C 6.8976 -9.7878 3.7446
C -6.4271 -4.4784 3.9731
C 4.9476 -8.3632 4.4872
C 1.4283 -2.7893 -4.5444
C -7.7928 2.7659 5.7643
C -7.4529 6.0629 6.0054
C 1.2073 3.0864 -5.5129
C 2.6915 -0.2917 -10.8281
C -5.6647 -5.5216 -0.4350
C 1.7090 7.9774 7.4056
C -4.7831 -5.7628 2.5913
C 7.8876 -9.5863 4.8841
C -8.6166 5.5200 -4.4091
C 4.5649 -10.0011 2.8445
C -8.5015 -0.8111 5.4352
C 3.3445 -11.2316 -2.2597
C -3.7051 4.7976 -3.5331
C -9.3746 6.2696 -0.7534
C -10.3525 7.5941 1.2306
C 0.2378 1.9504 1.5603
C -3.2537 -5.9732 -0.1190
C 9.2852 -3.7190 -4.5395
C -5.7144 4.3119 1.2445
C 6.2896 8.7713 3.2478
C 7.2683 5.2758 -1.3557
C -1.9591 7.9873 6.4674
C -7.2299 3.6424 6.8618
C 6.1418 -2.3277 -2.7828
C 6.9181 7.4114 3.5055
C 10.6267 -4.1213 -3.9625
C -6.2042 0.9674 5.7950
C -4.1310 -3.7359 -0.7433
C -0.1716 -6.6260 -4.3837
C 9.6625 -8.4429 3.3897
C 2.4607 0.6360 -0.4899
C 6.9294 -2.0418 -5.1129
C -1.6231 -6.4065 -4.7410
C 5.9284 -4.8090 -2.7580
C -0.3211 9.8403 6.3468
C 3.1599 -9.3831 3.1947
C 1.2099 1.6811 -10.6046
C -5.2878 0.2341 0.3516
C 2.0021 2.0820 -0.1247
C 2.2811 0.9359 -8.6018
C -9.0257 4.2737 -5.1536
C 3.3964 -8.3447 4.3781
C 5.0565 -10.8157 5.0625
C -4.3530 -4.6722 1.5788
C -9.0733 6.3760 -2.2123
C 2.3779 -5.6345 0.3165
C -0.8240 4.1313 1.1682
C 1.4103 -1.8857 -9.3904
C 8.3534 -3.2148 -3.4910
C 6.4994 6.4894 2.2551
C -2.1397 7.6881 5.0061
C 4.3026 7.5306 1.2897
C 6.0712 5.8641 -0.7044
C -6.4999 4.9056 6.4727
C 4.0562 0.4856 -0.2477
C -8.3893 0.5198 4.8078
C -3.6245 7.5961 4.5523
C 0.0446 -8.0509 -3.8033
H 7.8548 7.2383 -2.0277
H 4.2067 1.2011 0.5902
H 4.2086 -1.5437 -0.7372
H 2.1576 -11.0376 -0.5035
H -10.4529 6.6416 1.7620
H -1.6643 4.0171 0.5364
H -0.1635 0.6845 -0.8021
H 3.2714 -12.0546 -2.9449
H -7.1947 -5.2621 4.1106
H -10.9159 3.2918 -4.7901
H 8.0375 7.4270 3.6181
H -0.5978 -8.8135 -4.2321
H 3.9224 7.5844 2.3390
H -4.5713 8.2091 6.3388
H 2.5694 0.0146 -8.0848
H 1.4419 9.3874 9.0417
H -0.9438 9.3548 8.7102
H 6.8695 9.6207 3.6836
H 10.5424 -2.7743 -2.2758
H -1.1672 10.4355 6.2802
H 11.2253 -2.0421 -3.8140
H -11.1436 8.2619 1.4953
H 7.3039 6.1997 -3.3892
H -0.1289 0.9121 1.4487
H 7.6535 -8.6818 5.5120
H -2.1773 7.2256 7.1972
H 0.5301 -6.5689 -5.2476
H -6.4775 3.1004 7.4781
H 1.9420 2.4754 -10.4889
H -8.1897 6.2890 6.7654
H -4.3412 9.5179 5.1805
H 5.8716 -1.5494 -5.1515
H 11.3294 -4.3308 -4.7642
H -4.8645 -3.0999 -0.2481
H -1.0620 7.5457 8.7675
H 2.3866 -10.1524 3.5089
H 9.5960 -10.4991 3.9596
H 7.1019 -9.0536 2.9862
H -9.3660 8.0510 1.5562
H 1.6382 -9.0246 -1.6384
H -1.7715 8.6089 4.4963
H 5.2488 -10.5633 6.1065
H -1.8069 -5.3875 -5.2075
H 8.6972 -2.3021 -2.9932
H 9.5331 -3.1142 -5.4037
H 4.9529 -9.3848 2.0030
H -6.9679 4.9001 -2.7551
H -1.9021 -7.2240 -5.4989
H -7.3623 3.0593 4.7969
H -2.5596 8.8566 6.7168
H 1.6311 -2.1869 -8.3886
H -7.9974 3.9061 7.5946
H 1.1335 1.5065 -11.6617
H -3.5671 -4.3826 -2.8157
H 7.0653 4.3422 -1.8102
H 7.3051 5.9635 1.7393
H 8.4127 -3.9816 -2.7279
H 0.2944 -10.7493 -4.7702
H 0.7085 3.9945 -6.0195
H 0.5456 1.0438 -7.3945
H 4.5823 -11.0895 2.7484
H -3.4059 -6.9550 0.3753
H 1.7975 3.3103 -4.6769
H -2.1514 -6.5959 -3.8721
H 3.1779 1.4842 -8.7932
H 2.5228 7.3069 7.4439
H 3.9894 8.4753 0.8310
H -7.5664 5.7650 -4.4285
H 9.5729 -7.4166 3.8720
H -4.2583 -4.4977 4.2405
H 5.1850 -3.9041 -4.6675
H -7.7287 -1.4998 5.0905
H -8.1994 7.0076 -2.4679
H 0.2083 6.4116 6.7321
H 9.0056 -8.3076 2.5462
H 5.2815 -1.9248 -3.2117
H -5.3322 -6.0493 -2.5604
H 2.1276 8.7595 6.7481
H 5.4909 -7.5603 3.8713
H -9.9504 6.8872 -2.7052
H -5.8120 4.6778 5.6751
H 0.0422 -8.1007 -2.7316
H -7.3757 -1.0496 7.3140
H -1.7486 2.4478 2.0404
H -3.1240 -3.3649 -0.5293
H 0.8510 2.4829 -8.3255
H 0.2881 10.4532 6.9674
H -3.9746 6.6122 4.7560
H 7.4186 7.3489 0.0078
H 1.3820 -12.0173 -1.7370
H -5.0360 -3.8281 1.6584
H 12.1225 -3.2955 -2.8076
H 5.7383 9.5934 1.3040
H 5.6808 5.1514 -0.0070
H 0.1003 -0.7865 -10.7082
H 7.7816 -1.3041 -5.0997
H 0.9036 7.4723 5.4163
H 10.6805 -8.5302 3.0036
H -7.7902 4.3460 -1.2288
H -4.9170 -3.3340 -2.6914
H 1.0984 7.5988 9.4210
H 3.9694 -1.3197 1.0105
H 5.7838 5.6456 2.4048
H 1.6881 -8.4212 -5.1905
H -9.4802 -1.2708 5.2207
H 2.2259 2.7313 -0.9471
H -9.4345 1.2638 7.1065
H -7.9078 1.3025 8.0560
H -6.6478 -3.9348 3.0435
H -0.2792 2.0407 -1.8913
H -8.8408 2.9999 5.6372
H 2.7347 -8.8445 2.3698
H -7.7135 3.3391 -2.7404
H -6.9244 6.9916 5.8753
H 3.6261 -1.6730 -9.5100
H -5.6229 8.3003 4.9456
H 2.0099 -10.8283 -5.2512
H 0.2100 4.3289 -0.7541
H 0.1257 9.6932 5.3344
H -5.6722 1.5860 5.1211
H 6.6776 -3.5753 -1.0719
H -11.3324 6.9737 -0.6713
H 10.7469 -4.9231 -3.2008
H 0.1013 -5.8257 -3.6994
H 2.8540 -2.3879 -10.9531
H -5.7782 1.1172 6.8069
H -5.8455 -6.5235 -0.1296
H -9.4863 4.6192 -6.1331
H -5.0872 -5.9165 4.7155
H -9.1238 -1.1324 7.6391
H 7.3134 8.8698 1.5233
H 2.1009 -0.3872 -11.7538
H 1.3793 -11.9047 -4.0125
H -8.4182 6.3142 -0.1565
H 6.0036 8.0835 -0.7527
H 8.9673 5.9558 -2.6267
H -10.9453 5.2658 -3.3537
H 5.2693 -8.2920 5.5703
H 3.9723 -11.1185 5.0852
H 0.1899 -9.9758 -2.1268
H 4.3597 -11.2301 -1.7557
H 5.1836 5.9133 -1.3971
H 0.2679 2.0025 -10.1968
H -5.6177 -6.3411 2.2191
H 6.5415 6.9507 4.4606
H -6.5057 -4.8340 -2.3769
H 4.9657 -3.3305 -1.2428
H 6.6470 -1.4921 -2.2286
H 3.0064 -7.3663 4.1731
H -0.6630 3.1683 3.1570
H -1.6338 6.8355 4.4788
H -3.6408 7.7607 3.4958
H 6.9330 -2.8048 -5.9036
H 7.7983 -10.4852 5.4709
H -6.0727 -0.1029 5.5831
H -1.3598 1.8720 -0.4235
H 2.0747 -0.1216 0.2192
H -7.7298 0.5080 3.9191
H 10.0036 -9.3874 5.2215
H -4.0489 -6.5321 2.7585
H 6.7805 -4.8047 -4.8348
H 5.5801 -11.7066 4.7230
H 1.2463 4.2245 0.8593
H 8.9248 -4.6201 -5.0653
H -6.4815 -5.0119 -0.0323
H -6.5837 -3.7237 4.7393
H 2.9393 2.8333 -6.8742
H 0.8205 -2.6796 -9.9120
H 8.0662 5.0541 -0.5982
H -10.3023 8.3817 -0.7622
H -0.1042 -0.1820 -9.0104
H 4.6116 0.8855 -1.0885
H 0.3996 2.4245 -5.1271
H -7.9140 5.8476 4.9889
H -9.1852 6.3739 -4.7370
H -9.2853 1.0243 4.5036
H -9.6549 2.6513 -3.8985
H 3.8961 -10.2658 -4.0783
H -0.8243 5.1152 1.6302
H 2.3975 2.3898 0.8349
H 5.6127 -0.7843 0.2928
H 3.6117 0.2147 -10.8808
H 1.1474 1.8993 2.0913
H 2.9617 -8.6106 5.3599
H 5.2665 8.7821 3.6693
H 3.7360 -9.1990 -2.6583
H 3.9217 6.6540 0.7842
H -9.8302 5.3431 -0.3964
H 6.8241 -5.2787 -2.5379
H -5.9077 5.3318 7.3165
H 6.9830 -10.8210 3.4216
H -2.3225 -5.5810 0.3757
H 2.1633 -7.7136 -3.6661
H 2.1854 0.2836 -1.4806
H -8.1422 3.6634 -5.4103
H 5.1105 -5.5057 -2.6943
H -3.2027 -6.1420 -1.1976
H 2.5487 1.3800 -6.0831
H -3.3792 -4.2926 1.7653
H -10.5831 3.9301 -2.1908
```

Values from the calculation:
Total charge: +5
E_LUMO, eV: -6.152
Multiplicity: 1
E, eV: -265828.140
F_max, eV/Å: 5.0